(1)
{
  "formula": "C4H8OS",
  "method": "ωB97M-V/def2-TZVPD",
  "mol_weight_g_mol": 104.17,
  "lumo_energy_ha": 0.0329,
  "homo_ev": -8.93,
  "symbols": ["S", "O", "C", "C", "C", "C", "H", "H", "H", "H", "H", "H", "H", "H"],
  "xyz": [[2.486068, -0.825253, 0.217026], [-1.231074, -0.092649, 0.790736], [-1.530262, -0.917742, -0.242609], [1.139772, 1.173932, -1.118848], [1.765349, 0.817945, -0.010479], [-1.331776, -0.562597, -1.506837], [-0.595286, 0.492981, 0.401143], [-1.987696, -1.914187, 0.121574], [2.147399, -1.364255, -0.889730], [0.645072, 2.072838, -1.161508], [0.983463, 0.469976, -1.843036], [-1.663331, -1.266813, -2.410771], [2.003922, 1.459457, 0.839233], [-1.168640, 0.473349, -1.735876]],
  "forces_ev_per_angstrom": [[0.4, 1.6, 2.0], [-0.6, -0.8, 0.2], [-1.0, -1.8, 0.6], [0.9, -0.3, 2.2], [1.1, -1.2, 0.2], [-1.8, -2.1, -2.3], [0.8, 1.1, 0.1], [1.0, 1.7, -0.8], [-0.7, -0.6, -1.8], [-0.8, 2.2, -0.4], [-0.2, -1.4, -1.9], [0.9, 1.6, 2.3], [-0.4, -0.1, -0.2], [0.3, 0.1, -0.2]]
}

=====

(2)
{
  "formula": "C4H8OS",
  "method": "ωB97M-V/def2-TZVPD",
  "mol_weight_g_mol": 104.17,
  "lumo_energy_ha": 0.0322,
  "homo_ev": -8.84,
  "symbols": ["S", "O", "C", "C", "C", "C", "H", "H", "H", "H", "H", "H", "H", "H"],
  "xyz": [[-2.714599, 0.971415, 0.218041], [1.352890, 0.838928, -0.257176], [1.284450, -0.418894, 0.016057], [2.680784, 1.329647, -0.016196], [-2.766014, -0.750810, -0.501308], [1.313073, -1.588156, 0.238068], [2.714735, 2.495094, -0.097352], [2.986423, 1.057874, 0.905208], [-2.260862, -0.790364, -1.420792], [-2.221730, -1.347219, 0.296591], [3.384077, 1.158991, -0.881447], [1.360912, -2.502179, 0.693573], [-3.742292, -1.174937, -0.624499], [-3.371847, 0.720612, 1.431236]],
  "forces_ev_per_angstrom": [[-0.8, -0.7, 0.4], [0.2, 0.7, -0.3], [0.0, 0.3, -0.2], [0.1, 4.0, -4.3], [0.5, -0.1, 3.4], [0.0, 0.7, -0.2], [-0.9, -1.9, 0.6], [1.3, -1.1, 2.8], [0.9, 0.2, -1.0], [-0.5, 0.3, -1.4], [-0.7, -1.0, 1.0], [-0.1, -1.7, 0.5], [-0.7, 0.2, 0.0], [0.7, 0.0, -1.3]]
}

=====

(3)
{
  "formula": "C4H8OS2",
  "method": "ωB97M-V/def2-TZVPD",
  "mol_weight_g_mol": 136.24,
  "lumo_energy_ha": 0.0241,
  "homo_ev": -8.92,
  "symbols": ["S", "S", "O", "C", "C", "C", "C", "H", "H", "H", "H", "H", "H", "H", "H"],
  "xyz": [[2.190308, 1.406965, 0.576841], [-1.703016, -1.129744, -1.704413], [0.022256, -1.487236, 1.617191], [0.117018, -0.645340, 0.507929], [-1.144658, -0.206314, -0.261511], [0.463120, 0.841241, 0.687598], [-0.426332, 1.136148, -0.542950], [-2.039180, -2.227238, -1.004301], [0.018995, 1.232567, 1.578457], [0.144428, 1.102649, -1.461119], [0.841395, -1.117971, -0.181237], [2.584784, 0.829177, 1.721388], [-1.971042, -0.018365, 0.431589], [-1.008242, 2.022878, -0.553442], [-0.600749, -1.115744, 2.225879]],
  "forces_ev_per_angstrom": [[-0.3, -0.2, 0.1], [0.0, -0.1, 0.2], [0.5, -0.3, -0.5], [0.5, -0.2, -0.5], [0.1, 0.3, 0.0], [0.5, 0.0, -0.7], [0.4, -0.8, 0.2], [0.0, 0.0, -0.2], [-0.3, 0.3, 0.6], [0.2, -0.2, -0.2], [-0.4, 0.2, 0.3], [0.0, 0.0, 0.0], [0.0, -0.1, -0.1], [-0.6, 0.8, 0.2], [-0.6, 0.3, 0.6]]
}

=====

(4)
{
  "formula": "C4H8OS2",
  "method": "ωB97M-V/def2-TZVPD",
  "mol_weight_g_mol": 136.24,
  "lumo_energy_ha": 0.0246,
  "homo_ev": -8.59,
  "symbols": ["S", "S", "O", "C", "C", "C", "C", "H", "H", "H", "H", "H", "H", "H", "H"],
  "xyz": [[-3.997943, 0.242159, 0.070650], [-2.099226, -0.228151, -0.166007], [-1.185874, 1.041138, 0.353061], [2.234822, -3.159520, -0.183897], [2.402585, -1.858311, -0.248342], [2.649192, -0.604793, -0.405515], [-4.504695, 0.922385, -1.558040], [2.972935, -3.814091, -0.500201], [-5.421090, 1.427966, -1.269548], [1.320039, -3.462080, 0.150125], [-4.586520, 0.163593, -2.224556], [-0.407340, 0.823878, 0.901915], [3.041008, 0.154444, 0.330690], [2.306427, -0.189868, -1.343450], [-3.701252, 1.552603, -1.815319]],
  "forces_ev_per_angstrom": [[-0.3, 0.0, 0.3], [0.7, -1.1, -0.1], [0.6, 1.3, 0.0], [0.6, 3.1, -0.3], [0.7, -1.5, 0.4], [-0.1, 2.0, 0.4], [0.3, 1.2, 3.2], [1.2, -1.2, -0.5], [-0.1, 0.2, -0.7], [-2.2, -1.3, 0.9], [-0.7, -2.2, -2.0], [-0.9, -0.5, -0.2], [-0.3, -1.3, -0.7], [0.1, 0.2, -0.2], [0.5, 1.2, -0.6]]
}

=====

(5)
{
  "formula": "C4H8OS2",
  "method": "ωB97M-V/def2-TZVPD",
  "mol_weight_g_mol": 136.24,
  "lumo_energy_ha": 0.0276,
  "homo_ev": -9.01,
  "symbols": ["S", "S", "O", "C", "C", "C", "C", "H", "H", "H", "H", "H", "H", "H", "H"],
  "xyz": [[-0.733931, -1.761569, -0.445380], [0.658613, -1.259739, -1.847879], [0.375844, 0.687578, 2.382567], [-1.639718, -0.226021, -0.106955], [2.244364, -0.893704, -0.947813], [-0.781157, 0.987797, 0.263659], [-0.569197, 1.086382, 1.762118], [2.032747, -0.235767, -0.121207], [-1.398473, 1.546159, 2.322177], [2.831996, -0.510074, -1.777468], [-2.462400, -0.454566, 0.567007], [-2.115994, 0.024142, -1.060088], [0.183683, 0.972622, -0.238327], [2.652947, -1.861633, -0.680429], [-1.279325, 1.898394, -0.071981]],
  "forces_ev_per_angstrom": [[0.3, -0.4, 0.5], [0.0, 0.3, 0.1], [0.5, -0.2, -0.2], [0.1, 0.6, -1.5], [-1.2, -1.1, -1.0], [0.2, 0.1, 0.8], [-0.3, 0.0, -0.1], [0.4, 0.2, 0.2], [-0.3, 0.1, 0.0], [0.3, 0.5, 0.3], [0.2, -0.1, 0.4], [-0.1, 0.0, 0.1], [0.0, -0.2, -0.1], [0.1, 0.1, 0.5], [-0.2, 0.0, 0.1]]
}

=====

(6)
{
  "formula": "C4H8S",
  "method": "ωB97M-V/def2-TZVPD",
  "mol_weight_g_mol": 88.18,
  "lumo_energy_ha": 0.0365,
  "homo_ev": -8.66,
  "symbols": ["S", "C", "C", "C", "C", "H", "H", "H", "H", "H", "H", "H", "H"],
  "xyz": [[-1.198281, -0.577745, -0.277194], [1.726215, -0.580759, -0.171528], [0.200876, 1.698647, -0.221145], [0.409262, -0.708145, 0.302564], [-0.391162, 0.567060, 0.775365], [0.578951, -1.493000, 1.124285], [2.511871, -0.366397, 0.454310], [1.794266, -1.657478, -0.209865], [2.174757, -0.125796, -1.159874], [0.274563, 1.332832, -1.363361], [1.197444, 2.033319, 0.085403], [-0.561153, 0.981381, 1.764364], [-0.469351, 2.678237, -0.371685]],
  "forces_ev_per_angstrom": [[-2.1, -0.9, -0.7], [3.2, -1.4, -5.7], [-1.7, 1.3, -1.8], [-2.0, 1.2, 5.9], [2.5, 1.7, -3.4], [-1.3, 1.1, -0.8], [1.1, 1.0, 2.5], [1.8, -0.7, -1.4], [-1.9, -0.8, 1.4], [-0.1, 0.5, 2.9], [-0.1, 0.0, 0.1], [-0.5, -0.9, 0.1], [1.2, -2.1, 0.8]]
}